[1]
A molecular structure, C30H20Cl80F3IInOS in a non-equilibrium geometry, computed with ωB97M-V with the def2-TZVPD basis set.

Computed properties:
ΔE to the lowest compared entry with this formula, charge and spin, kcal/mol: 122.9
Net charge: -1
E_HOMO, Eh: -0.1958
Kohn-Sham gap, eV: 6.141
LUMO level, Eh: 0.0298

Structure (XYZ):
```
137
Properties=species:S:1:pos:R:3:forces:R:3:lowdin_charge:R:1
C -2.0201 -0.6919 -4.8770 -0.39 -1.10 0.59 -0.150
C -0.7462 -1.6099 -4.3001 -0.81 1.47 -1.22 -0.283
C 0.5508 -0.6094 -4.2691 0.27 -0.35 -0.19 -0.273
C 1.8263 -1.1696 -3.3756 0.83 1.63 -1.69 -0.393
C 2.8079 -2.2067 -4.2468 -0.39 0.01 0.78 -0.205
In 1.2693 -1.9502 -1.3238 0.07 -0.30 -0.64 0.478
S 3.1583 -1.2165 0.2223 1.53 -0.96 -0.48 0.109
C -0.5574 -0.8011 -0.6460 0.74 2.81 -0.69 -0.265
O -1.3565 -1.4429 0.4081 -5.47 0.93 -1.26 -0.150
C -2.8002 -1.1986 0.2436 0.29 -1.34 1.24 -0.260
F -3.2197 0.2081 0.4648 1.19 -4.51 -1.11 0.024
F -3.3459 -1.7136 -1.0678 1.64 2.15 4.17 0.001
F -3.5075 -2.0143 1.2953 2.25 2.75 -3.60 -0.057
C 1.1494 -4.1903 -1.1262 0.36 -1.30 -0.58 -0.350
C 0.0172 -4.9420 -2.0374 -0.53 -0.97 2.62 -0.757
C -1.5116 -4.3650 -1.8728 -0.79 -1.04 -0.69 -0.170
I 0.6115 -5.1540 -4.1792 -0.36 -0.11 1.20 0.776
H -1.6614 0.2205 -5.5153 -0.71 -1.73 1.27 0.068
H -2.6408 -0.3565 -3.9204 1.19 -0.36 -2.24 0.073
H -2.7201 -1.3990 -5.5357 1.39 1.72 1.38 0.072
H -0.6502 -2.5029 -5.0715 0.17 1.73 2.04 0.066
H -1.0710 -1.9392 -3.2255 0.94 0.29 -2.15 0.057
H 0.1561 0.4491 -3.8941 0.93 -2.21 -0.50 0.110
H 0.9221 -0.4232 -5.3875 -0.88 -0.42 2.15 0.111
H 2.5150 -0.2122 -3.1881 -1.45 -1.88 -0.26 0.070
H 2.2584 -2.6209 -5.1931 1.04 0.72 1.76 0.045
H 3.8198 -1.7024 -4.5732 -2.10 -1.01 0.71 -0.004
H 3.0314 -3.1000 -3.5130 -0.15 1.50 -1.79 0.027
H 4.2638 -2.0532 -0.1258 -1.58 0.99 0.20 -0.248
H -1.1666 -0.4848 -1.6039 0.81 -0.79 2.06 0.066
H -0.1578 0.2219 -0.1776 -0.98 -1.98 -0.95 0.080
H 2.2049 -4.6288 -1.4713 -2.42 0.85 1.00 -0.029
H 0.9697 -4.4397 0.0200 0.29 0.24 -2.37 0.068
H -0.0212 -6.0703 -1.6487 0.14 2.37 -1.25 0.025
H -1.9234 -3.9168 -2.8998 0.99 -0.69 2.49 0.072
H -2.2240 -5.2981 -1.6550 1.59 2.05 -0.49 0.031
H -1.6490 -3.6429 -0.9627 0.57 -1.18 -1.90 0.072
C 6.1065 -0.7122 -6.8004 -0.02 -0.03 0.13 -1.990
Cl 7.5255 0.3278 -7.0820 -0.26 -0.26 0.04 0.492
Cl 4.7321 0.2895 -6.2690 0.31 -0.25 -0.15 0.510
Cl 5.6784 -1.5546 -8.3109 0.09 0.21 0.34 0.512
Cl 6.4899 -1.9114 -5.5397 -0.07 0.34 -0.37 0.535
C 2.4043 -0.8515 4.3914 -0.18 -0.20 -0.42 -1.969
Cl 1.5431 -1.4037 5.8501 0.26 0.17 -0.25 0.474
Cl 1.3924 -1.1500 2.9556 0.16 0.16 0.81 0.506
Cl 2.7437 0.8924 4.5266 -0.15 -0.73 -0.10 0.467
Cl 3.9378 -1.7445 4.2333 -0.59 0.11 0.26 0.490
C 2.8493 4.9897 3.2013 -0.04 0.01 0.01 -1.980
Cl 4.2684 6.0297 2.9197 -0.30 -0.24 0.05 0.514
Cl 1.4750 5.9914 3.7327 0.83 -0.16 0.24 0.475
Cl 2.4213 4.1473 1.6908 0.11 0.17 0.39 0.522
Cl 3.2327 3.7905 4.4620 0.01 0.73 -0.28 0.481
C 4.8386 -6.7930 -1.1873 -0.15 0.27 -0.25 -1.964
Cl 4.7245 -5.0153 -1.2213 0.22 -0.56 0.06 0.556
Cl 4.6752 -7.3667 0.4916 -0.51 1.21 -0.72 0.461
Cl 3.5360 -7.4908 -2.1828 0.32 0.21 0.29 0.519
Cl 6.4185 -7.2993 -1.8368 -0.30 0.05 0.18 0.515
C -2.2573 6.5003 2.1161 0.07 -0.24 -0.12 -1.987
Cl -0.8432 5.4506 1.8464 -0.92 0.26 -0.28 0.481
Cl -3.6879 5.4940 2.4557 0.34 0.29 -0.05 0.510
Cl -1.9439 7.5744 3.5027 -0.04 -0.20 -0.25 0.508
Cl -2.5543 7.4824 0.6594 0.06 -0.21 0.38 0.488
C 6.3385 -11.0844 2.1860 -0.06 0.08 0.11 -1.996
Cl 7.0707 -12.0066 0.8489 -0.16 0.21 0.30 0.506
Cl 5.0169 -12.0355 2.9096 0.29 0.16 -0.14 0.504
Cl 7.5756 -10.7492 3.4237 -0.23 -0.11 -0.24 0.503
Cl 5.6907 -9.5464 1.5620 0.69 -1.46 0.41 0.447
C -5.5425 5.9980 -1.8713 -0.02 -0.19 0.11 -1.997
Cl -4.8830 4.6229 -0.9502 -0.17 0.40 -0.30 0.516
Cl -6.3736 5.3939 -3.3269 0.21 0.17 0.34 0.517
Cl -6.7000 6.8933 -0.8548 0.21 -0.39 -0.26 0.487
Cl -4.2132 7.0821 -2.3533 -0.31 -0.22 -0.01 0.482
C -0.9186 -7.5639 -7.4599 -0.02 0.17 0.15 -2.010
Cl 0.5005 -6.5240 -7.7415 -0.36 -0.29 0.04 0.481
Cl -2.2929 -6.5623 -6.9285 0.38 -0.28 -0.14 0.501
Cl -1.3466 -8.4064 -8.9704 0.09 0.15 0.29 0.501
Cl -0.5352 -8.7632 -6.1992 -0.06 0.25 -0.35 0.478
C -5.7085 -2.2267 4.3528 0.22 0.08 -0.15 -2.003
Cl -4.2895 -1.1867 4.0712 -0.48 -0.29 0.22 0.542
Cl -7.0829 -1.2251 4.8842 0.25 -0.21 -0.09 0.501
Cl -6.1365 -3.0692 2.8423 0.08 0.21 0.42 0.525
Cl -5.3251 -3.4259 5.6135 -0.11 0.25 -0.24 0.481
C 7.1022 4.3881 -8.0504 -0.16 -0.12 0.07 -2.000
Cl 7.8344 3.4660 -9.3876 -0.13 0.21 0.28 0.504
Cl 5.7806 3.4371 -7.3268 0.54 0.41 -0.42 0.462
Cl 8.3394 4.7233 -6.8128 -0.28 -0.09 -0.29 0.506
Cl 6.4544 5.9261 -8.6744 0.16 -0.32 0.14 0.508
C 1.6424 -2.0527 10.1988 0.04 0.05 -0.07 -1.999
Cl 0.7812 -2.6049 11.6576 0.18 0.12 -0.31 0.507
Cl 0.6305 -2.3513 8.7630 0.15 -0.01 0.52 0.486
Cl 1.9819 -0.3088 10.3340 -0.10 -0.43 -0.05 0.499
Cl 3.1760 -2.9458 10.0407 -0.38 0.24 0.04 0.514
C 4.9862 1.1577 12.7836 -0.01 -0.06 -0.08 -2.017
Cl 5.4485 1.1148 11.0634 -0.12 0.01 0.45 0.506
Cl 6.4031 1.6015 13.7685 -0.32 -0.09 -0.21 0.506
Cl 3.6960 2.3631 13.0219 0.29 -0.29 -0.06 0.505
Cl 4.3972 -0.4488 13.2804 0.15 0.39 -0.11 0.497
C -2.0689 -8.8476 -1.2089 0.07 0.06 -0.06 -1.988
Cl -1.6066 -8.8904 -2.9290 -0.13 0.10 0.46 0.497
Cl -0.6520 -8.4038 -0.2240 -0.36 -0.14 -0.21 0.534
Cl -3.3591 -7.6421 -0.9706 0.26 -0.41 -0.01 0.531
Cl -2.6579 -10.4540 -0.7121 0.13 0.29 -0.12 0.488
C 4.1686 5.5177 -4.0951 -0.04 -0.13 0.03 -2.005
Cl 4.1389 3.7992 -4.5648 -0.14 0.45 0.40 0.486
Cl 3.2941 5.7283 -2.5571 0.23 -0.05 -0.38 0.513
Cl 5.8574 6.0498 -3.8958 -0.37 -0.12 -0.08 0.503
Cl 3.3842 6.4935 -5.3628 0.19 -0.21 0.25 0.505
C -6.3557 11.3307 -0.3277 0.10 -0.09 -0.06 -1.987
Cl -5.3431 9.8734 -0.4870 -0.24 0.61 0.07 0.478
Cl -5.3248 12.7306 0.0620 -0.22 -0.31 -0.04 0.501
Cl -7.2099 11.6310 -1.8623 0.11 -0.40 0.49 0.486
Cl -7.5452 11.0877 0.9764 0.26 0.06 -0.29 0.517
C -5.5418 -11.2047 1.9719 0.06 0.15 -0.02 -2.017
Cl -4.5292 -12.6620 1.8126 -0.22 0.32 0.02 0.500
Cl -4.5108 -9.8048 2.3616 -0.31 -0.38 -0.07 0.501
Cl -6.3960 -10.9044 0.4373 0.22 -0.08 0.37 0.504
Cl -6.7313 -11.4477 3.2759 0.26 0.04 -0.29 0.505
C 7.6598 -0.2639 2.7237 -0.43 -0.01 -0.18 -2.005
Cl 5.9780 -0.4632 2.1702 0.78 0.19 -0.08 0.473
Cl 7.8633 1.3577 3.4332 0.00 -0.31 -0.11 0.499
Cl 8.0314 -1.5004 3.9515 -0.03 0.23 -0.20 0.497
Cl 8.7664 -0.4498 1.3397 -0.17 0.04 0.31 0.503
C -5.5634 14.9015 -3.6256 -0.06 -0.11 0.10 -1.989
Cl -4.7789 13.3110 -3.7966 -0.13 0.44 -0.01 0.509
Cl -6.8496 14.8004 -2.3967 0.48 0.11 -0.48 0.439
Cl -4.3541 16.1091 -3.1217 -0.29 -0.26 -0.10 0.515
Cl -6.2711 15.3857 -5.1874 0.15 -0.09 0.35 0.515
C -8.9997 17.7124 -0.7788 0.04 0.01 -0.08 -2.007
Cl -10.6377 17.1792 -1.2342 0.40 0.12 0.11 0.512
Cl -8.0024 17.8856 -2.2451 -0.35 0.20 0.39 0.489
Cl -9.0977 19.2804 0.0616 0.02 -0.37 -0.18 0.511
Cl -8.2611 16.5042 0.3025 -0.19 0.28 -0.22 0.501
C -4.4563 -5.1020 9.5259 0.06 0.08 -0.04 -2.014
Cl -3.0372 -4.0620 9.2443 -0.36 -0.27 0.08 0.504
Cl -5.8306 -4.1003 10.0573 0.32 -0.24 -0.14 0.508
Cl -4.8843 -5.9444 8.0153 0.10 0.18 0.38 0.497
Cl -4.0729 -6.3012 10.7866 -0.09 0.26 -0.29 0.506
```
Forces are in eV/Å.

---

[2]
A molecular structure, C30H20N11O2SeV in a non-equilibrium geometry, computed with ωB97M-V with the def2-TZVPD basis set.

Computed properties:
Net charge: +1
Multiplicity: 4
E_HOMO (alpha / beta), Eh: -0.3538 / -0.3537
Kohn-Sham gap (alpha / beta), eV: 5.927 / 5.919
LUMO level (alpha / beta), Eh: -0.1360 / -0.1362

Structure (XYZ):
```
65
Properties=species:S:1:pos:R:3:forces:R:3:nbo_charge:R:1
V -8.6231 -15.3413 9.5451 0.43 -0.20 -0.13 1.223
O -9.7019 -21.8986 8.4957 0.36 -0.70 -0.81 -0.711
C -9.8171 -21.5988 9.6813 -1.51 0.12 1.14 0.723
O -10.4921 -22.0780 10.6119 0.71 0.20 -0.17 -0.703
C -9.2288 -20.1963 9.9429 0.85 1.16 -0.40 0.005
C -9.4432 -19.3470 11.0245 -0.30 0.56 1.29 -0.198
C -9.1543 -17.9787 10.9672 0.84 0.00 -1.88 0.150
N -8.6645 -17.4221 9.8103 -0.50 -1.35 0.89 -0.561
C -8.2475 -18.2674 8.8413 -0.04 0.58 0.12 0.223
C -8.4898 -19.6396 8.8882 0.11 0.76 0.15 -0.206
C -7.4873 -17.5231 7.7829 0.04 1.15 1.94 0.164
C -7.2078 -18.0511 6.5750 0.02 -1.05 -1.92 -0.232
C -6.4132 -17.3970 5.6468 0.37 0.69 0.29 -0.121
C -5.9344 -16.1317 5.9928 -1.71 -1.30 1.30 -0.241
C -6.3425 -15.5811 7.2079 0.09 -1.20 0.74 0.072
N -7.0515 -16.2651 8.1407 0.00 -0.15 -1.17 -0.491
C -9.2481 -17.0117 12.0787 -1.17 -1.36 1.06 0.171
C -9.9772 -17.3180 13.2305 0.80 0.15 0.30 -0.199
C -10.0189 -16.4015 14.2865 -0.61 -1.44 -1.03 -0.148
C -9.4357 -15.1894 14.1425 1.19 0.90 -1.42 -0.241
C -8.7304 -14.9513 12.9076 -0.79 -0.18 2.60 0.068
N -8.6063 -15.8529 11.9586 -0.09 0.88 -1.41 -0.468
H -9.8256 -19.7011 11.9899 -0.01 -0.35 -0.70 0.244
H -8.1458 -20.3237 8.1309 -0.10 0.00 -0.27 0.270
H -7.6534 -18.9871 6.2729 0.05 -0.25 0.26 0.242
H -6.1658 -17.8761 4.6976 -0.08 0.25 0.29 0.238
H -5.3300 -15.5812 5.3692 1.26 1.13 -1.35 0.229
H -5.9919 -14.6020 7.4996 -0.13 0.15 0.01 0.200
H -10.3870 -18.3008 13.4176 -0.22 0.06 -0.41 0.239
H -10.5666 -16.7173 15.1454 -0.15 0.16 0.69 0.233
H -9.4814 -14.4897 14.9674 0.21 0.30 -0.34 0.238
H -8.2154 -14.0191 12.8078 0.27 0.42 -0.32 0.197
Se -13.4110 -9.8691 12.1493 0.91 0.30 0.03 0.960
N -11.6069 -9.8520 11.8835 -0.43 -0.56 0.36 -0.591
C -11.2871 -11.0536 11.4674 0.71 0.67 -0.63 0.191
C -9.8745 -11.4743 11.1400 -0.34 0.42 0.44 -0.078
C -8.7077 -10.7288 11.4741 -0.66 -1.65 -1.15 -0.109
C -7.4784 -11.2514 11.0526 0.15 0.36 0.02 -0.232
C -7.4328 -12.5016 10.3874 -0.37 0.35 -0.11 0.068
N -8.5343 -13.2375 10.1610 0.67 0.74 -0.02 -0.489
C -9.7237 -12.7183 10.5211 -0.04 -0.23 0.57 0.155
C -10.8706 -13.6203 10.3808 -0.17 -0.37 -0.25 0.246
N -10.6340 -14.8804 9.9874 0.80 0.00 0.24 -0.497
C -11.6065 -15.7563 9.8440 0.17 -0.13 -0.46 0.088
C -12.9394 -15.4379 10.0143 0.20 -0.99 -0.05 -0.231
C -13.1808 -14.1790 10.4428 -1.15 0.90 0.70 -0.100
C -12.1599 -13.2527 10.6751 -0.50 -0.25 -0.17 -0.093
C -12.4046 -11.9409 11.2208 1.07 -0.31 0.40 0.092
N -13.5675 -11.5406 11.5954 -0.89 0.42 -0.18 -0.582
H -8.8577 -9.8107 12.0038 0.32 0.44 0.14 0.255
H -6.5552 -10.6531 11.2082 -0.71 -0.73 -0.09 0.253
H -6.5077 -12.9353 9.9788 -0.34 0.40 0.47 0.219
H -11.2992 -16.7328 9.5311 0.12 -0.51 -0.06 0.217
H -13.7061 -16.2073 9.8801 0.24 0.50 0.03 0.251
H -14.1970 -13.9029 10.6772 -0.11 0.30 0.00 0.248
N -11.5772 -16.1471 5.0250 -0.94 0.68 -2.00 -0.784
C -10.9976 -15.0357 4.5205 -0.28 0.92 0.57 0.669
N -11.3881 -14.5494 3.3017 0.00 -1.57 1.45 -0.768
N -10.1496 -14.2908 5.2180 0.29 -0.16 -0.61 -0.636
C -9.7350 -14.6197 6.4096 -0.77 -0.11 -1.09 0.569
N -9.3749 -14.8529 7.4788 0.54 -0.21 1.18 -0.560
H -12.2915 -16.5803 4.4629 0.08 -0.22 0.06 0.407
H -11.2198 -16.6956 5.7570 0.70 -0.27 0.99 0.422
H -12.1810 -14.8819 2.7863 -0.01 -0.32 0.09 0.411
H -10.9935 -13.7015 3.0073 0.54 1.12 -0.19 0.422
```
Forces are in eV/Å.

---

Which M belongs to each record? In order, 3563.5; 696.5 g mol⁻¹.